Entry 1:
Here is an isolated ion of composition C5H9N and charge -1 from OMol25. Energies are from wB97M-V/def2-TZVPD.

Structure (ORCA input):
```
! RIJCOSX wB97M-V def2-TZVPD def2/J DEFGRID3
* xyz -1 2
C 1.4914 -0.8830 -1.0574
C 0.5321 0.3647 -1.0258
C 0.2369 0.5926 0.5200
C -0.5038 1.6119 0.9414
C -1.4175 -0.9341 1.2576
N -0.2042 -0.7565 1.0383
H 2.1016 -0.7247 -1.9670
H 2.2187 -0.8652 -0.2060
H 0.9001 -1.7907 -1.2019
H -0.3894 -0.1049 -1.6056
H 0.9237 1.1740 -1.6811
H -0.4361 2.6525 0.5861
H -1.3556 1.4647 1.6040
H -1.8685 -0.4341 2.2030
H -2.2295 -1.3671 0.5943
*
```

Summary:
ΔE to the lowest compared entry with this formula, charge and spin = 65.97 kcal/mol
largest force on an atom = 6.89 eV/Å
lowest unoccupied orbital energy (spin up / spin down) = 4.4284 / 4.3745 eV

=====

Entry 2:
Here is a 9-piece molecular cluster, H18O9 overall from OMol25. Energies are from wB97M-V/def2-TZVPD.

Structure (ORCA input):
```
! RIJCOSX wB97M-V def2-TZVPD def2/J DEFGRID3
* xyz 0 1
O -0.9404 -14.8654 -10.7618
H -0.0294 -14.9869 -11.0295
H -1.1634 -15.6717 -10.2967
O -0.6814 -12.2631 -10.0756
H -0.2088 -12.2396 -9.2434
H -0.6480 -13.1812 -10.3446
O -5.7012 -13.8498 -9.0771
H -6.4541 -13.7438 -9.6585
H -4.9415 -13.8058 -9.6579
O -4.6841 -12.7111 -13.0748
H -5.4670 -12.2009 -12.8676
H -3.9553 -12.1207 -12.8837
O -3.7143 -14.3130 -11.0249
H -2.8636 -14.7419 -11.1171
H -3.8854 -13.9318 -11.8861
O -6.7126 -16.2705 -11.2165
H -7.2958 -15.5899 -11.5524
H -6.0749 -15.7976 -10.6817
O -4.7464 -16.4191 -8.9308
H -4.8949 -15.5009 -9.1568
H -4.2196 -16.7618 -9.6529
O -3.5463 -14.8340 -14.9682
H -3.0330 -14.1116 -15.3301
H -4.2150 -14.4081 -14.4318
O -2.2895 -11.6609 -12.4862
H -1.5780 -11.8540 -11.8758
H -1.8486 -11.3718 -13.2851
*
```

Summary:
ΔE to the lowest compared entry with this formula, charge and spin = 48.72 kcal/mol
largest force on an atom = 0.97 eV/Å
lowest unoccupied orbital energy = -0.1857 eV
SMILES string = O.O.O.O.O.O.O.O.O

=====

Entry 3:
Here is C20H20N6O3S2 as an isolated structure from OMol25. Energies are from wB97M-V/def2-TZVPD.

Structure (ORCA input):
```
! RIJCOSX wB97M-V def2-TZVPD def2/J DEFGRID3
* xyz 0 1
C 3.3708 3.2425 2.0493
H 3.0122 4.0181 1.1958
O 3.2998 1.9415 1.5444
C 2.2280 1.4025 1.1884
H 1.5404 1.8594 1.8061
H 2.4904 0.2649 1.3035
C 1.9913 1.6653 -0.1140
N 0.4451 1.2923 -0.5924
C -0.0584 0.0119 -0.8059
N -1.3621 0.1085 -0.4433
N -1.7935 1.1048 -0.1488
C -0.6236 1.9267 -0.2445
S -0.4362 3.8705 0.3415
C -1.9171 3.5831 1.6548
C -1.5499 2.5669 2.4527
O -0.4190 2.3318 3.2734
N -2.4043 1.6248 2.7619
C -3.5467 1.2926 1.9866
N -4.5133 2.2251 1.3340
N -5.3745 1.6335 0.7752
C -5.4583 0.4771 0.6010
C -6.4874 -0.5134 0.0827
H -7.1341 -1.0500 0.7459
H -7.1902 0.2300 -0.3423
H -6.2416 -0.9798 -0.9996
S -4.2824 -0.2918 1.6442
H -2.0769 0.8602 3.2683
H -2.9550 3.4698 1.0933
H -1.6678 4.5355 2.2401
C 0.6346 -1.1827 -0.9961
C 1.6736 -1.2452 -1.9262
C 2.4685 -2.3201 -2.2921
C 3.5709 -2.3979 -2.9441
C 4.3682 -3.4532 -3.2329
C 3.8560 -4.7331 -2.7247
C 2.4991 -4.9361 -1.9685
C 1.9020 -3.5240 -1.8134
C 0.7944 -3.7401 -0.6883
C 0.0702 -2.4959 -0.6482
O -1.0536 -2.7236 0.0471
H -1.5069 -1.6260 0.2159
H 0.4484 -4.7716 -0.4226
H 2.3831 -5.7654 -1.5832
H 4.4524 -5.6101 -2.9163
H 5.1964 -3.6076 -3.9594
H 3.9081 -1.3000 -3.2817
H 2.1460 -0.1638 -2.1792
H 2.4942 1.3847 -0.8488
H 1.7538 2.7700 -0.5026
H 4.4490 3.3778 2.2958
H 2.6059 3.3594 2.7177
*
```

Summary:
ΔE to the lowest compared entry with this formula, charge and spin = 421.03 kcal/mol
largest force on an atom = 19.47 eV/Å
lowest unoccupied orbital energy = -0.5700 eV

=====

Entry 4:
Here is C36H20CaF8N4O4S as an isolated structure from OMol25. Energies are from wB97M-V/def2-TZVPD.

Structure (ORCA input):
```
! RIJCOSX wB97M-V def2-TZVPD def2/J DEFGRID3
* xyz -2 1
Ca -0.5661 -0.3321 0.1528
O 0.6387 1.3263 0.7425
C 0.4383 2.6090 0.6656
C 1.5275 3.5055 0.5742
C 1.3455 4.8708 0.5087
C 0.0631 5.4321 0.5391
C -1.0178 4.5743 0.6303
C -0.8716 3.1861 0.6931
C -2.1189 2.3959 0.7916
N -2.1250 1.1313 0.9016
N -3.3549 0.4421 0.9596
C -3.1487 -0.8432 1.2024
O -2.0516 -1.4355 1.5122
C -4.3881 -1.6751 1.0430
C -4.2689 -2.9306 0.4554
C -5.3992 -3.7164 0.2614
C -6.6473 -3.2593 0.6701
C -6.7646 -2.0056 1.2604
C -5.6383 -1.2119 1.4366
H 2.5195 3.0737 0.5133
H 2.2148 5.5130 0.4101
H -0.0793 6.5031 0.4754
H -2.0287 4.9735 0.6398
H -3.0699 2.9343 0.7640
H -3.2918 -3.2598 0.1240
H -5.3035 -4.6820 -0.2214
H -7.5286 -3.8731 0.5202
H -7.7362 -1.6401 1.5739
H -5.7102 -0.2224 1.8688
F -2.5195 5.7952 -2.7784
C -1.5074 4.9066 -2.8567
C -1.6911 3.5987 -2.4692
F -2.8890 3.2182 -1.9981
C -0.6480 2.6962 -2.5441
F -0.9340 1.4555 -2.1049
C 0.6339 3.0147 -3.0133
S 1.9445 1.8596 -3.1338
C 0.7618 4.3584 -3.3803
F 1.9359 4.8282 -3.8419
C -0.2648 5.2815 -3.3138
F -0.0630 6.5602 -3.6961
O -1.3357 -3.4151 -2.4949
C -0.8825 -2.3768 -2.0118
O -1.5063 -1.4222 -1.4555
C 0.6575 -2.1959 -2.0961
C 1.3874 -3.0709 -2.9468
C 2.7325 -2.9262 -3.0383
C 3.3865 -1.9161 -2.2863
C 4.7916 -1.7147 -2.3158
C 5.3609 -0.7318 -1.5596
C 4.5488 0.1000 -0.7467
C 3.1961 -0.0676 -0.7067
C 2.5934 -1.0943 -1.4770
N 1.2317 -1.2536 -1.3843
H 0.8280 -3.8218 -3.4857
H 3.3223 -3.5720 -3.6824
H 5.3986 -2.3497 -2.9537
H 6.4328 -0.5766 -1.5905
H 5.0035 0.8957 -0.1686
H 2.5434 0.5686 -0.1168
F 4.3505 -3.8320 4.8341
C 3.0776 -3.4898 5.1181
F 2.4508 -4.6102 5.5411
F 3.1148 -2.6413 6.1662
C 2.3741 -2.8806 3.9277
C 1.2295 -2.1341 4.1249
C 0.5875 -1.6186 3.0084
N 1.0379 -1.8152 1.7663
C 2.1337 -2.5438 1.5929
C 2.8427 -3.1009 2.6518
H 0.8347 -1.9471 5.1147
H -0.3271 -1.0430 3.0970
H 2.4667 -2.6829 0.5706
H 3.7385 -3.6764 2.4657
*
```

Summary:
ΔE to the lowest compared entry with this formula, charge and spin = 18.31 kcal/mol
largest force on an atom = 1.43 eV/Å
lowest unoccupied orbital energy = 3.9261 eV

=====

Entry 5:
Here is C24H57GaN10SeSi as an isolated structure from OMol25. Energies are from wB97M-V/def2-TZVPD.

Structure (ORCA input):
```
! RIJCOSX wB97M-V def2-TZVPD def2/J DEFGRID3
* xyz 2 1
Ga -0.0183 0.8817 0.0326
C 1.3476 0.9892 4.4372
N -0.0558 0.6773 4.2152
C -0.8238 0.4748 5.4416
C -0.6225 0.6081 2.9923
N -0.2029 1.3680 1.9660
C 0.3115 2.7035 2.2820
C -0.2718 3.6751 1.2759
N 0.0153 3.1819 -0.0788
C 1.3597 3.5674 -0.5312
C 1.8770 2.5098 -1.4845
N 1.7772 1.2132 -0.8100
C 2.8260 0.3844 -0.9183
N 3.1817 -0.4081 0.1046
C 2.9293 -0.0525 1.4861
C 3.7184 -1.7468 -0.0916
N 3.6057 0.3491 -2.0214
C 5.0419 0.0898 -1.9503
C 3.1131 0.6054 -3.3655
C -1.0236 3.5765 -1.0405
C -2.1702 2.5901 -0.9534
N -1.6197 1.2428 -1.1208
C -2.2872 0.4007 -1.9228
N -3.6293 0.4544 -2.0668
C -4.5377 0.8591 -1.0044
C -4.2889 0.1494 -3.3343
N -1.6306 -0.5003 -2.6701
C -2.1676 -1.8245 -2.9486
C -0.2777 -0.2818 -3.1352
N -1.6779 -0.2099 2.8558
C -2.7574 0.0662 1.9312
C -1.7418 -1.5174 3.4958
H 1.7786 0.2298 5.0913
H 1.4670 1.9621 4.9180
H 1.8887 0.9821 3.5003
H -0.5737 1.2756 6.1379
H -0.5868 -0.4786 5.9157
H -1.8879 0.5177 5.2311
H 1.4053 2.7409 2.2454
H 0.0166 3.0034 3.2875
H 0.1228 4.6862 1.4170
H -1.3529 3.7181 1.4104
H 2.0191 3.6147 0.3357
H 1.3476 4.5577 -0.9969
H 2.9118 2.7332 -1.7447
H 1.3013 2.5323 -2.4162
H 2.6918 1.0070 1.5440
H 3.8336 -0.2429 2.0683
H 2.1050 -0.6417 1.8936
H 3.6676 -2.0223 -1.1402
H 3.1011 -2.4425 0.4776
H 4.7506 -1.8205 0.2550
H 5.3903 0.1746 -0.9254
H 5.5554 0.8377 -2.5551
H 5.2964 -0.8976 -2.3385
H 2.0323 0.6498 -3.3697
H 3.4289 -0.2094 -4.0188
H 3.5150 1.5388 -3.7650
H -0.6012 3.5416 -2.0450
H -1.3605 4.6013 -0.8555
H -2.8967 2.8117 -1.7350
H -2.6875 2.7035 0.0050
H -4.0096 0.9303 -0.0626
H -5.3213 0.1067 -0.9054
H -5.0106 1.8173 -1.2287
H -3.5625 0.1228 -4.1408
H -5.0106 0.9396 -3.5433
H -4.8232 -0.8009 -3.2963
H -3.0642 -1.9981 -2.3613
H -1.4194 -2.5594 -2.6539
H -2.3931 -1.9530 -4.0087
H -0.0335 0.7730 -3.0354
H -0.2189 -0.5590 -4.1901
H 0.4346 -0.8818 -2.5635
H -2.7087 1.1085 1.6246
H -3.7080 -0.1069 2.4400
H -2.6928 -0.5838 1.0556
H -0.7924 -1.7514 3.9678
H -1.9262 -2.2610 2.7190
H -2.5423 -1.5629 4.2360
C 0.9931 -4.5038 1.2957
Si 0.1050 -3.7681 -0.1649
C -1.6192 -4.4609 -0.2811
C 1.0582 -4.0484 -1.7447
Se -0.0880 -1.5233 0.2786
H 1.0458 -5.5899 1.1807
H 0.4635 -4.2894 2.2251
H 2.0125 -4.1298 1.3933
H -1.5689 -5.5403 -0.4477
H -2.1837 -4.0216 -1.1028
H -2.1761 -4.2904 0.6416
H 1.1699 -5.1209 -1.9249
H 2.0570 -3.6151 -1.6858
H 0.5546 -3.6191 -2.6122
*
```

Summary:
ΔE to the lowest compared entry with this formula, charge and spin = 3.00 kcal/mol
largest force on an atom = 0.44 eV/Å
lowest unoccupied orbital energy = -3.9785 eV

=====

Entry 6:
Here is C2H3MnO as an isolated structure from OMol25. Energies are from wB97M-V/def2-TZVPD.

Structure (ORCA input):
```
! RIJCOSX wB97M-V def2-TZVPD def2/J DEFGRID3
* xyz 1 6
H 1.8907 0.2410 -1.8087
O 0.2017 0.1841 0.1212
C 1.4351 0.4963 -0.0644
C 2.1897 -0.4554 -0.9029
H 3.2731 -0.3261 -0.7776
H 1.8326 -1.4977 -0.9203
Mn -1.5393 -0.0593 0.4365
*
```

Summary:
ΔE to the lowest compared entry with this formula, charge and spin = 0.00 kcal/mol
largest force on an atom = 6.54 eV/Å
lowest unoccupied orbital energy (spin up / spin down) = -6.0010 / -6.6738 eV

=====

Entry 7:
Here is a 3-piece molecular cluster, C5H16NO2 overall from OMol25. Energies are from wB97M-V/def2-TZVPD.

Structure (ORCA input):
```
! RIJCOSX wB97M-V def2-TZVPD def2/J DEFGRID3
* xyz 1 1
C -1.1079 1.0806 -1.8201
C -1.0382 -0.3101 -1.1601
C -0.1890 -0.4327 0.1554
C 0.0742 -1.8784 0.5949
C -0.7953 0.4650 1.2265
N 0.1100 1.6408 -2.2113
H -1.7233 0.9194 -2.6368
H -1.7577 1.7793 -1.3438
H -0.5870 -1.1437 -1.8714
H -2.0535 -0.8074 -0.9820
H -0.9204 -2.4006 0.7813
H 0.7304 -2.0568 1.4424
H -1.8438 0.4472 1.5702
H -0.2652 0.5205 2.1339
H -0.6283 1.4281 0.8521
H 0.7092 0.0463 -0.0476
H 0.8192 0.8971 -2.3494
H 0.1536 2.3655 -2.8944
H 1.7763 0.9504 4.9214
H 2.4872 -0.3126 4.5358
O 1.9810 0.3884 4.1776
H 0.5133 -2.4669 -0.2134
H 2.1522 -0.5756 -2.7389
O 1.4029 -0.5439 -2.1222
*
```

Summary:
ΔE to the lowest compared entry with this formula, charge and spin = 194.01 kcal/mol
largest force on an atom = 3.89 eV/Å
lowest unoccupied orbital energy = -9.6214 eV

=====

Entry 8:
Here is C4H9Cl2N2 as an isolated structure from OMol25. Energies are from wB97M-V/def2-TZVPD.

Structure (ORCA input):
```
! RIJCOSX wB97M-V def2-TZVPD def2/J DEFGRID3
* xyz 1 1
C 0.2377 -0.2474 -1.2775
C 0.9843 0.6609 0.5461
C -0.3106 -0.0688 0.1632
C -1.6243 0.5946 0.5092
N 1.5007 -0.0543 -0.5994
N -0.1516 -1.4576 0.7608
Cl 0.6614 2.8312 -0.1636
Cl 2.8880 0.2799 -1.6688
H 0.0662 -1.1869 -1.7850
H 0.1100 0.6700 -1.8833
H 1.5712 0.8599 1.3484
H -1.9979 0.2186 1.4168
H -2.3931 0.4471 -0.2678
H -1.3083 1.7382 0.4619
H 0.8550 -1.6726 0.5633
H -0.6667 -2.1844 0.1076
H -0.4221 -1.4282 1.7681
*
```

Summary:
ΔE to the lowest compared entry with this formula, charge and spin = 87.17 kcal/mol
largest force on an atom = 6.89 eV/Å
lowest unoccupied orbital energy = -4.7805 eV